The following is a DFT calculation (ωB97M-V with the def2-TZVPD basis set) of C4H8N2 in the gas phase.

Structure (XYZ):
```
14
Properties=species:S:1:pos:R:3:lowdin_charge:R:1
C -0.885 -1.357 -1.217 -0.158
N -1.819 -0.597 -0.389 0.031
C -0.537 0.008 -0.752 -0.294
C 0.577 0.119 0.268 -0.296
C 1.150 1.432 0.660 -0.151
N 0.254 0.716 1.565 0.019
H -1.181 -1.556 -2.247 0.098
H -0.279 -2.149 -0.775 0.101
H -1.756 -0.868 0.594 0.090
H -0.587 0.865 -1.423 0.133
H 1.300 -0.695 0.294 0.134
H 0.773 2.362 0.236 0.103
H 2.212 1.482 0.893 0.100
H 0.777 0.238 2.294 0.090
```

Calculated values
Molar mass: 84.12 u
HOMO energy: -9.51 eV
LUMO level: 1.071 eV
ΔE to the lowest compared entry with this formula, charge and spin: 53.5 kcal per mole
Frontier orbital gap: 10.58 eV
Structure (SMILES): C1N[C@H]1[C@H]1CN1